One molecule with the formula C5H8N2, computed with ωB97M-V with the def2-TZVPD basis set.

Output
- Highest occupied orbital energy: -8.0 eV
- Kohn-Sham gap: 9.01 eV
- SMILES: Cn1cccc1N
- 2S+1: 1
- Charge: 0

```
15
Properties=species:S:1:pos:R:3:forces:R:3:mulliken_charge:R:1
C -1.311786 -1.315744 0.443241 -0.1 -0.1 0.0 -0.916
N -0.118917 -0.578243 0.087489 0.1 0.1 0.0 0.144
C 1.163739 -1.040245 0.212933 0.0 0.0 0.0 -0.394
C 2.028303 0.000690 -0.019081 0.0 -0.1 0.0 -0.530
C 1.236903 1.146788 -0.298553 -0.1 0.1 0.0 -0.618
C -0.082932 0.761348 -0.228907 0.1 -0.1 0.0 0.276
N -1.302648 1.451797 -0.442093 0.1 0.2 -0.1 -0.535
H -2.173141 -0.822241 -0.007892 0.1 -0.1 0.1 0.335
H -1.238429 -2.343378 0.077113 0.0 0.2 0.0 0.315
H -1.446827 -1.333106 1.530851 0.0 0.0 -0.2 0.283
H 1.352756 -2.079922 0.446578 0.0 0.2 0.0 0.359
H 3.108898 -0.056924 -0.006545 -0.2 0.0 0.0 0.392
H 1.588741 2.143229 -0.535743 -0.1 -0.2 0.0 0.394
H -1.357993 2.291826 0.122160 0.0 -0.1 0.0 0.257
H -1.399498 1.726636 -1.414030 0.0 0.0 0.1 0.239
```
Forces are in eV/Å.



One molecule with the formula C5H8N2, computed with ωB97M-V with the def2-TZVPD basis set.

Output
- Highest occupied orbital energy: -8.8 eV
- Kohn-Sham gap: 9.75 eV
- SMILES: C1=NC[C@@H]2CCN12
- 2S+1: 1
- Charge: 0

```
15
Properties=species:S:1:pos:R:3:forces:R:3:mulliken_charge:R:1
C -0.945131 1.247237 0.006138 -2.2 3.1 2.2 -0.119
N -1.981957 0.625064 0.382879 -0.9 -0.4 -1.2 -0.541
C -1.764641 -0.695277 -0.131285 2.0 2.2 -6.3 -0.442
C -0.212183 -0.667164 -0.304018 2.7 -2.7 -4.4 -0.006
C 1.060005 -0.614417 0.575319 2.7 0.4 1.6 -0.651
C 1.359882 0.740449 -0.167051 3.7 -1.7 1.8 -0.592
N 0.043482 0.700459 -0.673287 -0.9 1.5 -1.9 -0.139
H -0.939973 2.177914 0.466218 1.0 2.3 0.0 0.435
H -2.347405 -1.121120 -1.046388 1.0 1.2 1.5 0.249
H -1.806390 -1.260941 0.597249 -1.8 -6.2 6.9 0.451
H 0.364928 -1.241429 -1.169661 -2.5 0.2 1.1 0.190
H 1.924672 -1.156211 0.124326 -1.2 -1.1 1.3 0.264
H 1.230674 -0.514529 1.687339 -1.1 -0.5 -1.0 0.286
H 1.905719 1.451627 0.563289 -1.7 -0.1 -1.7 0.272
H 2.108313 0.328333 -0.911073 -0.8 1.7 0.1 0.343
```
Forces are in eV/Å.



One molecule with the formula C5H8N2, computed with ωB97M-V with the def2-TZVPD basis set.

Output
- Highest occupied orbital energy: -9.5 eV
- Kohn-Sham gap: 10.38 eV
- SMILES: C[C@H]1[C@@H](C#N)N1C
- 2S+1: 1
- Charge: 0

```
15
Properties=species:S:1:pos:R:3:forces:R:3:mulliken_charge:R:1
C 0.869768 1.400258 -0.986575 0.1 -0.1 0.3 -1.211
C -0.464014 0.719286 -0.796640 0.1 0.0 0.2 0.219
C -0.660767 -0.747122 -0.695366 0.0 -0.3 0.0 -0.092
C 0.483811 -1.577015 -0.376524 0.8 -0.6 0.3 0.146
N 1.324567 -2.196590 0.122353 -0.5 0.4 -0.8 -0.507
N -1.050549 0.107887 0.441790 0.2 -0.3 0.6 -0.297
C -0.451920 -0.420237 1.789346 -0.2 0.2 -0.7 -0.764
H 1.663518 0.910183 -0.422528 0.0 0.1 0.0 0.345
H 1.158612 1.405153 -2.048985 -0.2 -0.1 0.3 0.313
H 0.791116 2.447101 -0.676837 0.1 -0.2 0.1 0.314
H -1.223354 1.172887 -1.452569 0.0 0.0 0.8 0.312
H -1.430161 -1.244243 -1.290688 0.1 0.1 0.3 0.323
H -0.704047 -1.464569 1.667492 0.2 -0.3 0.3 0.354
H -0.942065 -0.153398 2.747457 -0.2 0.8 -1.1 0.264
H 0.635485 -0.359579 1.978275 -0.4 0.3 -0.6 0.281
```
Forces are in eV/Å.



One molecule with the formula C5H8N2, computed with ωB97M-V with the def2-TZVPD basis set.

Output
- Highest occupied orbital energy: -8.4 eV
- Kohn-Sham gap: 9.36 eV
- SMILES: [H]/N=C\N(C=C)C=C
- 2S+1: 1
- Charge: 0

```
15
Properties=species:S:1:pos:R:3:forces:R:3:mulliken_charge:R:1
H -2.576048 0.809227 -0.077424 -0.1 1.7 -0.3 0.259
N -2.826803 -0.136916 0.044148 -0.5 -1.1 0.3 -0.641
C -1.766088 -0.803642 0.038624 1.3 -1.2 0.3 0.194
N -0.454820 -0.288447 -0.225480 -1.0 -0.4 1.0 0.086
C 0.605517 -1.158763 0.090461 -2.0 -1.0 -0.2 0.114
C 1.866620 -1.020680 -0.199610 3.3 -1.5 0.5 -0.818
C -0.249875 1.114830 -0.406130 2.0 -0.4 2.4 -0.319
C 0.654335 1.809249 0.337606 -0.2 0.0 -0.7 -0.836
H -1.787099 -1.918729 0.312100 0.2 1.7 -0.7 0.217
H 0.240557 -2.151247 0.472923 0.4 1.2 -0.3 0.079
H 2.424143 -0.173603 -0.623307 -0.7 -0.4 0.3 0.351
H 2.498672 -1.927475 0.109661 -0.8 1.6 -0.7 0.203
H -0.859805 1.575541 -1.126730 -0.5 0.5 -1.1 0.524
H 1.232739 1.460998 1.211988 -0.6 -0.5 -0.8 0.347
H 0.997957 2.809655 0.041167 -0.8 -0.3 0.0 0.240
```
Forces are in eV/Å.



One molecule with the formula C5H8N2, computed with ωB97M-V with the def2-TZVPD basis set.

Output
- Highest occupied orbital energy (alpha / beta): -8.6 / -7.9 eV
- Kohn-Sham gap (alpha / beta): 8.41 / 7.50 eV
- 2S+1: 1
- Charge: 0

```
15
Properties=species:S:1:pos:R:3:forces:R:3:mulliken_charge:R:1
N 2.024226 -0.689340 -0.014290 0.1 0.3 -0.1 -0.615
C 0.761589 -0.127410 0.355402 -0.3 0.2 0.0 0.118
C 0.471592 1.396939 0.355003 -2.3 -0.8 0.2 0.245
N 1.022471 2.466284 0.402588 0.8 0.9 0.0 -0.619
C -0.450630 -0.399725 -0.552116 -0.1 2.6 0.7 0.008
C -1.135952 1.168090 0.213758 1.0 -1.0 -0.4 -0.533
C -1.281397 -1.490729 -0.409609 -0.9 -1.7 0.1 -0.935
H 2.726951 -0.409551 0.663604 0.0 -0.2 -0.1 0.278
H 2.323511 -0.321458 -0.911980 0.0 -0.1 0.0 0.270
H 0.494195 -0.473663 1.363712 0.1 0.1 -0.1 0.293
H -0.261368 -0.084449 -1.586501 -0.1 0.0 0.3 0.293
H -1.598987 1.104572 1.222940 0.5 -0.6 -0.5 0.279
H -1.861891 1.737805 -0.399482 1.1 0.0 -0.1 0.340
H -1.853365 -1.879749 -1.248471 0.1 0.1 0.2 0.288
H -1.380948 -1.997621 0.545448 0.0 0.1 -0.1 0.289
```
Forces are in eV/Å.



One molecule with the formula C5H8N2, computed with ωB97M-V with the def2-TZVPD basis set.

Output
- Highest occupied orbital energy: -10.2 eV
- Kohn-Sham gap: 11.13 eV
- SMILES: N#C[C@H](N)C1CC1
- 2S+1: 1
- Charge: 0

```
15
Properties=species:S:1:pos:R:3:forces:R:3:mulliken_charge:R:1
N 2.001704 2.484430 0.208685 -0.8 -0.6 0.2 -0.462
C 1.353298 1.537718 0.361092 0.5 1.0 -0.1 0.093
C 0.801340 0.167538 0.423274 -0.2 0.1 0.1 0.326
N 1.967265 -0.695253 0.095506 -0.2 -0.1 -0.1 -0.696
C -0.460850 0.053129 -0.455556 0.2 0.0 -0.1 -0.288
C -1.874200 0.254409 0.080070 0.1 0.1 0.1 -0.581
C -1.418151 -1.104245 -0.350278 0.1 -0.2 0.0 -0.564
H 0.491796 -0.062959 1.451923 0.2 0.1 -0.2 0.228
H 2.732802 -0.452027 0.734302 -0.5 -0.2 -0.1 0.291
H 2.352690 -0.436901 -0.814456 -0.4 -0.1 0.1 0.299
H -0.336911 0.465874 -1.454839 0.1 -0.2 0.1 0.374
H -2.061605 0.425750 1.138050 0.3 0.0 -0.1 0.241
H -2.586846 0.772800 -0.560569 0.3 0.0 0.1 0.246
H -1.823830 -1.519531 -1.269631 0.1 0.1 0.2 0.249
H -1.246020 -1.836494 0.432716 0.1 0.1 -0.1 0.243
```
Forces are in eV/Å.



C5H8N2 as an isolated structure, computed with ωB97M-V with the def2-TZVPD basis set.

Output
- Highest occupied orbital energy: -9.6 eV
- Kohn-Sham gap: 9.82 eV
- 2S+1: 1
- Charge: 0

```
15
Properties=species:S:1:pos:R:3:forces:R:3:mulliken_charge:R:1
N 2.507269 -0.303446 0.182003 -1.3 -0.6 -0.1 -0.627
C 0.664266 0.295342 0.536097 0.5 -0.2 -0.1 0.047
C 1.364107 1.554989 0.425631 0.9 1.2 -0.3 0.089
N 2.191333 2.344665 0.223963 -1.6 0.0 0.3 -0.433
C -0.554519 0.126127 -0.410922 0.6 -0.1 -0.2 -0.084
C -2.045719 0.240871 0.010994 0.3 0.1 0.2 -0.560
C -1.446642 -1.086098 -0.305551 0.3 -0.2 0.0 -0.547
H 3.011763 -1.196497 0.390754 -1.6 0.1 0.3 0.211
H 2.430997 -0.318119 -0.837516 0.0 0.2 0.1 0.234
H 0.307759 0.087592 1.565513 0.9 -0.2 -0.5 0.309
H -0.407165 0.526134 -1.412038 0.2 -0.2 0.2 0.394
H -2.339399 0.473507 1.033312 0.3 -0.1 -0.1 0.243
H -2.753038 0.650184 -0.718833 0.6 0.0 0.2 0.234
H -1.730793 -1.601760 -1.218908 0.0 0.1 0.2 0.251
H -1.242013 -1.738144 0.537549 0.0 0.0 -0.1 0.240
```
Forces are in eV/Å.



One molecule with the formula C5H8N2, computed with ωB97M-V with the def2-TZVPD basis set.

Output
- Highest occupied orbital energy: -7.6 eV
- Kohn-Sham gap: 8.68 eV
- SMILES: Cc1c[nH]c(N)c1
- 2S+1: 1
- Charge: 0

```
15
Properties=species:S:1:pos:R:3:forces:R:3:mulliken_charge:R:1
C -2.396348 -0.197268 0.045543 -0.1 0.0 0.0 -1.153
C -0.923202 0.090541 -0.009049 0.0 0.1 0.0 0.879
C -0.331216 1.307901 -0.234094 -0.2 0.0 0.0 -0.888
N 1.032995 1.138460 -0.180390 0.1 -0.1 0.1 -0.008
C 1.324930 -0.174055 0.067998 -0.2 0.1 0.0 0.165
N 2.679596 -0.560318 0.184125 0.0 -0.2 -0.1 -0.584
C 0.134182 -0.852648 0.176170 0.1 0.0 0.0 -0.722
H -2.603131 -1.246496 -0.189040 0.1 0.1 0.0 0.312
H -2.813022 -0.000981 1.040607 0.1 0.0 -0.1 0.232
H -2.953798 0.416142 -0.669987 0.1 -0.1 0.1 0.321
H -0.767852 2.276618 -0.435561 0.1 -0.1 0.0 0.381
H 1.727527 1.866371 -0.204695 -0.1 -0.1 0.0 0.214
H 2.761249 -1.407205 0.734077 0.0 0.1 0.0 0.264
H 3.097749 -0.737179 -0.724700 0.0 0.0 0.1 0.244
H 0.021076 -1.915070 0.357121 0.0 0.2 0.0 0.343
```
Forces are in eV/Å.



One molecule with the formula C5H8N2, computed with ωB97M-V with the def2-TZVPD basis set.

Output
- Highest occupied orbital energy: -8.7 eV
- Kohn-Sham gap: 9.74 eV
- SMILES: Cc1cnn(C)c1
- 2S+1: 1
- Charge: 0

```
15
Properties=species:S:1:pos:R:3:forces:R:3:mulliken_charge:R:1
C 2.409769 -0.348513 0.147540 0.2 0.0 -0.1 -1.143
C 1.012433 0.142824 -0.032824 0.1 0.1 0.0 0.516
C 0.457213 1.366317 0.411276 0.3 0.1 0.1 -0.420
N -0.852964 1.407695 0.244912 0.2 -0.4 0.7 -0.902
N -1.157943 0.221677 -0.281886 0.1 -0.4 1.0 0.641
C -2.531379 -0.287873 -0.122436 1.1 0.5 -0.2 -0.880
C -0.067677 -0.543732 -0.533255 0.0 0.0 0.4 -0.469
H 3.130546 0.322006 -0.325223 0.1 -0.1 0.0 0.291
H 2.531806 -1.351266 -0.273123 0.0 0.2 0.0 0.316
H 2.652481 -0.411283 1.216769 0.0 0.0 -0.2 0.258
H 0.942825 2.190449 0.914737 0.1 0.0 -0.2 0.445
H -2.740893 -0.054501 -1.152039 -2.4 -0.9 -0.2 0.400
H -3.059008 0.288392 0.653390 0.2 0.1 -0.8 0.267
H -2.524414 -1.333571 0.242411 0.0 0.5 -0.9 0.274
H -0.142082 -1.494760 -1.054870 0.0 0.2 0.4 0.407
```
Forces are in eV/Å.



A 2-piece molecular cluster, C5H8N2 overall, computed with ωB97M-V with the def2-TZVPD basis set.

Output
- Highest occupied orbital energy: -7.5 eV
- Kohn-Sham gap: 6.87 eV
- 2S+1: 1
- Charge: 0

```
15
Properties=species:S:1:pos:R:3:forces:R:3:mulliken_charge:R:1
C -0.534095 2.194198 0.363590 0.1 -0.2 0.0 -0.145
N -0.121641 0.984524 0.402924 -0.2 0.4 0.0 0.412
C 1.285607 0.637965 0.502721 0.0 -0.2 0.0 -0.663
C 1.310543 -0.695035 0.508034 0.0 0.2 0.0 -0.339
C -0.091131 -1.172248 0.395742 -0.1 0.1 0.0 1.108
N -0.375051 -2.542782 0.466548 -0.1 0.1 -0.2 -0.598
C -1.013212 -0.167517 0.322610 0.5 -0.1 0.1 -1.512
H -0.943220 0.715863 -2.789839 0.0 0.0 0.0 0.223
H -1.604583 2.350567 0.288865 0.1 0.0 0.0 0.317
H 0.171695 3.018700 0.406347 0.0 -0.1 0.0 0.224
H 2.047826 1.403449 0.555276 -0.1 -0.1 0.0 0.327
H 2.196223 -1.316667 0.588033 -0.1 0.1 0.0 0.386
H 0.154282 -3.100508 -0.194359 0.0 0.0 0.1 0.256
H -1.367169 -2.694848 0.324320 0.1 0.0 0.0 0.259
H -1.116074 0.384341 -2.140812 0.0 0.0 -0.1 -0.255
```
Forces are in eV/Å.



One molecule with the formula C5H8N2, computed with ωB97M-V with the def2-TZVPD basis set.

Output
- Highest occupied orbital energy: -8.2 eV
- Kohn-Sham gap: 9.19 eV
- SMILES: Cc1c[nH]c(N)c1
- 2S+1: 1
- Charge: 0

```
15
Properties=species:S:1:pos:R:3:forces:R:3:mulliken_charge:R:1
C -2.559238 -0.014431 0.037633 0.3 -0.4 0.1 -0.974
C -0.980179 -0.132114 0.067030 0.5 0.1 0.0 0.654
C -0.378734 1.069895 -0.221008 0.1 0.0 0.0 -0.634
N 0.973229 0.963376 -0.221388 0.2 0.0 0.0 -0.027
C 1.357285 -0.316829 0.069103 -0.4 0.2 0.0 0.124
N 2.745064 -0.575956 0.060302 0.4 -0.2 -0.1 -0.436
C 0.220585 -1.078113 0.269067 -0.7 0.6 -0.2 -0.686
H -3.074919 -0.570248 -0.757983 0.5 -0.2 0.2 0.246
H -3.105480 -0.239268 0.964670 0.6 -0.3 0.0 0.260
H -2.855266 1.036424 -0.169607 0.7 -0.5 0.1 0.281
H -0.829488 2.027032 -0.454647 -0.1 -0.2 0.1 0.304
H 1.635094 1.703559 -0.353653 0.0 0.1 -0.1 0.203
H 3.268907 -0.650365 0.927662 -0.5 -0.1 -0.4 0.202
H 3.155573 -1.080235 -0.723082 -0.4 0.2 0.5 0.204
H 0.427569 -2.142731 0.505906 -1.1 0.8 -0.2 0.280
```
Forces are in eV/Å.



One molecule with the formula C5H8N2, computed with ωB97M-V with the def2-TZVPD basis set.

Output
- Highest occupied orbital energy: -9.0 eV
- Kohn-Sham gap: 10.00 eV
- SMILES: Cc1ccn(C)n1
- 2S+1: 1
- Charge: 0

```
15
Properties=species:S:1:pos:R:3:forces:R:3:mulliken_charge:R:1
C 1.322988 -2.105403 -0.069186 0.0 -0.1 0.0 -0.945
C 0.348475 -0.990548 -0.276816 0.2 0.0 0.1 0.538
C -0.597828 -0.639672 -1.272024 0.1 0.0 0.1 -0.879
C -1.026117 0.617735 -0.898541 0.0 0.0 0.1 -0.130
N -0.369810 0.939958 0.236148 -0.2 0.1 -0.1 0.614
C -0.541054 2.074323 1.107659 -0.1 0.2 0.1 -0.761
N 0.452517 -0.027945 0.631853 0.0 0.0 -0.2 -0.849
H 1.695408 -1.907047 0.940648 0.1 -0.5 -0.2 0.312
H 2.172517 -2.032090 -0.754958 -0.1 0.0 0.0 0.221
H 0.914159 -3.119297 -0.141452 -0.1 0.3 0.0 0.291
H -0.932056 -1.195897 -2.139242 0.2 0.1 0.2 0.347
H -1.713142 1.314092 -1.356354 0.0 -0.1 0.0 0.384
H -0.924111 2.922019 0.539505 0.0 -0.1 0.1 0.303
H 0.430400 2.326321 1.536555 -0.1 0.0 -0.1 0.270
H -1.232345 1.823452 1.916205 0.0 0.1 0.0 0.285
```
Forces are in eV/Å.



Record-wise maximum force values, in eV/A: 0.2 9.4 1.4 3.7 2.7 1.1 1.7 0.2 2.6 0.5 1.4 0.5
Record-wise E values, in eV: -8294.646 -8289.905 -8292.334 -8292.620 -8289.899 -8293.481 -8290.611 -8294.892 -8293.676 -8290.175 -8293.943 -8294.413